(1)
Formula: C21H31BF7INO5PSi2Sn
Source: the OMol25 dataset
Level of theory: ωB97M-V/def2-TZVPD

Properties
- net charge = +2
- HOMO energy (eV) = -11.78
- E_LUMO (Eh) = -0.3848
- HOMO-LUMO gap (hartree) = 0.0482

The geometry in XYZ format:
```
71
Properties=species:S:1:pos:R:3:forces:R:3
C 5.454759 0.689055 0.214270 0.1406 0.4486 0.2931
C 4.942618 1.582541 -0.916247 0.3646 -0.2116 -0.3463
P 3.732793 0.832955 -2.057578 -0.3924 0.0619 0.3398
C 4.140771 -0.905869 -2.254164 0.3991 0.0654 -0.3372
Si 1.591377 1.103764 -1.287259 0.0672 0.2280 -0.6964
C 0.835529 2.261781 -2.539256 -0.2594 -0.4580 0.0572
C -0.438928 2.989925 -2.074261 0.4717 0.5735 -0.1494
C -0.250682 4.515465 -1.959231 0.0564 -0.0022 0.2145
I -2.040563 2.599520 -3.443324 -0.1960 -0.1298 0.1064
O 0.788780 -0.349559 -1.371488 0.6405 0.4533 0.9140
Si 0.224591 -1.341564 -0.180494 -0.7103 -0.8673 -0.5762
C -0.667710 -2.724476 -1.046352 -0.1472 0.3459 0.1250
C -1.704353 -3.521362 -0.231724 -0.0180 -0.2781 -0.2710
C -3.146182 -3.140485 -0.611030 0.1244 -0.5262 0.3177
C -4.148248 -3.569887 0.429483 0.0195 -0.2080 0.0284
O -4.995559 -4.387158 0.271240 -0.0949 0.2487 -0.0182
O -4.051743 -2.900707 1.641873 -0.1446 0.0205 0.1965
C -1.025619 -0.481695 0.954615 0.2907 0.3780 -0.0219
C -2.082474 0.263349 0.187671 -0.0865 -0.0582 -0.0144
O -2.221452 0.179168 -1.003881 0.0480 -0.0054 -0.2034
C -3.068444 1.093676 0.971336 0.0454 0.0380 0.2096
C -4.172467 0.454144 1.535554 0.1321 -0.0551 -0.1182
C -5.111311 1.170370 2.248911 -0.0843 -0.0303 0.0480
C -4.901971 2.528039 2.378633 0.2708 0.2439 -0.1556
C -3.819455 3.193927 1.826855 -0.2665 0.1952 0.1903
C -2.888670 2.464267 1.117834 0.0450 -0.0862 -0.1292
C 1.627947 -2.017129 0.992939 -0.2870 -0.0010 -0.0032
F 2.838136 -1.438678 0.754491 0.0603 0.0798 -0.1176
F 1.254359 -1.682728 2.270891 0.0650 0.0780 0.0749
C 1.886322 -3.544780 1.076603 0.5077 0.1101 0.1748
F 2.860530 -3.705281 1.984356 0.1104 -0.0911 0.1307
F 0.789303 -4.160597 1.542733 -0.2811 0.0366 -0.1413
C 2.360392 -4.237230 -0.249790 -0.2618 -0.1233 0.2123
F 1.441637 -5.093143 -0.684850 -0.0723 0.0582 -0.0915
F 3.484896 -4.889759 -0.062918 0.2581 -0.0367 -0.0260
F 2.556873 -3.305541 -1.199467 -0.0449 0.0689 -0.1542
B 1.763298 2.019081 0.542964 0.5777 0.1173 0.5254
N 2.209423 1.339734 1.756180 -0.6525 0.0827 -0.0793
O 1.475963 3.359028 0.503550 -0.8988 -0.4482 -0.6287
H 5.793105 -0.277765 -0.138042 -0.0522 -0.1386 -0.0137
H 4.726476 0.569389 1.010180 -0.1869 -0.2751 -0.0620
H 6.320613 1.177781 0.658286 0.0827 0.0220 0.0210
H 4.547868 2.533342 -0.561898 -0.1016 0.0673 0.0419
H 5.792946 1.838605 -1.553429 0.0522 0.1096 -0.0520
H 5.005624 -0.962715 -2.918964 0.0734 -0.0711 -0.0356
H 3.320823 -1.419596 -2.742958 -0.1314 -0.0925 0.0456
H 4.416817 -1.379841 -1.317720 -0.1646 -0.1267 0.1387
H 0.601881 1.600485 -3.375475 0.1091 -0.0151 -0.1556
H 1.591166 2.952859 -2.907666 0.0153 0.1532 0.0002
H -0.732681 2.626546 -1.091085 -0.3706 -0.2751 -0.1260
H -0.988970 5.073022 -2.521799 -0.0499 0.0517 -0.0951
H 0.735216 4.814947 -2.302410 0.0624 0.0339 -0.1006
H -0.323032 4.836574 -0.921338 -0.0086 0.0168 0.0974
H -1.194193 -2.182045 -1.835356 0.0058 -0.0084 -0.1630
H 0.025522 -3.377859 -1.561709 0.1337 -0.1080 -0.0531
H -1.535826 -3.467680 0.845620 0.0796 0.1829 0.0966
H -1.588733 -4.577401 -0.465202 0.0653 -0.1080 0.1016
H -3.420527 -3.700860 -1.498973 0.0019 0.2980 -0.3082
H -3.228942 -2.070261 -0.781035 -0.1311 0.0850 -0.0825
H -3.142707 -2.922520 1.959500 0.1039 0.0577 -0.0570
H -0.570826 0.175163 1.699229 0.0418 0.0271 0.0904
H -1.549184 -1.236730 1.547137 0.0560 -0.1232 0.0964
H -4.304579 -0.613038 1.417616 0.0142 -0.1171 0.0093
H -5.959719 0.673993 2.690969 -0.1149 -0.0159 0.0369
H -5.640881 3.095199 2.968493 -0.0238 -1.7375 0.1567
H -3.667861 4.267328 1.941039 0.0299 0.0400 0.0523
H -2.045162 2.982300 0.686412 0.0998 -0.0713 -0.1376
H 1.551753 1.496111 2.518689 0.0813 -0.1234 0.1607
H 3.085563 1.733313 2.092512 0.1140 -0.1113 -0.0218
H 0.896711 3.644269 1.219956 0.5957 0.4048 0.4078
Sn -6.042728 4.854923 3.209751 -0.2789 1.6524 0.0316
```
Positions in Å, forces in eV/Å.

(2)
Formula: C21H31CoO3
Source: the OMol25 dataset
Level of theory: ωB97M-V/def2-TZVPD

Properties
- relative energy (zero: lowest compared OMol25 entry of this formula, charge and spin) (eV) = 0.0000
- 2S+1 = 5
- HOMO energy (spin up / spin down) (eV) = -5.84 / -7.80
- E_LUMO (spin up / spin down) (Eh) = 0.0243 / -0.0201
- HOMO-LUMO gap (spin up / spin down) (hartree) = 0.2389 / 0.2667

The geometry in XYZ format:
```
56
Properties=species:S:1:pos:R:3:forces:R:3
O 1.354811 -2.572551 -3.316279 0.7421 -1.0639 -0.4561
C 2.135481 -3.756425 -2.938683 -0.0772 -0.0194 0.3710
C 2.624292 -4.023640 -4.366947 -0.5847 0.7450 0.2451
H 1.489339 -4.552286 -2.539287 0.1691 0.3372 0.0786
H 2.937890 -3.507592 -2.228588 -0.3795 -0.0290 -0.0424
C 1.737455 -2.783303 -4.705999 0.4771 -0.5331 -0.7587
H 2.256856 -4.954890 -4.809953 0.3353 0.1876 0.0693
H 3.694660 -3.852654 -4.521170 -0.2693 -0.2450 -0.0465
C 0.558932 -3.147315 -5.582598 -0.2419 0.1112 -0.0613
H 0.031322 -4.025492 -5.192585 0.0580 0.1959 -0.0278
H 0.917142 -3.380215 -6.595043 -0.1008 0.0423 0.2199
H -0.141719 -2.306865 -5.649078 0.0387 -0.1574 0.0072
C 2.520617 -1.628305 -5.289126 -0.0448 0.2697 -0.0420
H 3.391967 -1.378819 -4.673332 -0.1937 -0.0256 -0.0434
H 1.878177 -0.744600 -5.382628 0.1601 -0.0607 0.0372
H 2.876220 -1.900245 -6.293351 -0.0858 0.0680 0.2407
Co -1.362302 2.328199 3.069721 -0.2893 -0.9147 -2.8477
C -0.034697 4.112898 3.056542 1.0063 -0.2843 0.9145
C 0.042985 3.128618 4.113172 2.3332 0.6214 -0.1598
C 0.621619 1.927986 3.504609 1.5903 1.4228 0.4780
H -0.133269 3.299045 5.170402 -0.1566 -0.0890 -0.3114
C 1.003124 2.260703 2.157977 -0.4407 0.1219 0.9545
C 0.589177 3.578680 1.890819 0.3065 -0.0266 0.2574
H 0.745598 4.104098 0.951875 -0.1956 -0.1413 0.2275
H -0.398457 5.126755 3.195990 -0.0157 -0.2845 -0.1417
H 0.943306 1.047183 4.047659 -0.1521 0.1340 -0.1072
H 1.606303 1.626420 1.512834 -0.5005 0.0455 0.0059
C -2.970445 3.279263 2.493687 -1.4750 -0.2068 -1.0095
C -2.317794 3.743017 1.287347 -0.8831 -0.4086 -0.4494
C -2.263705 2.678710 0.358632 -0.2974 0.4038 0.0505
H -1.977881 4.761343 1.109070 -0.0625 -0.3529 0.0987
C -2.855890 1.538279 0.935115 -0.3243 0.4755 0.3152
C -3.247971 1.851905 2.276112 -0.9446 1.2597 -0.4225
H -3.886890 1.233272 2.899720 0.1051 0.2480 -0.1791
H -3.418394 3.891875 3.278176 0.3337 -0.2196 -0.2592
H -1.912441 2.743700 -0.671694 0.0866 0.0054 0.4530
H -3.099263 0.609049 0.424198 0.4234 0.1970 0.2497
O -0.632060 -0.101372 0.687238 0.5953 -0.9280 0.0666
C -0.005004 0.252703 -0.553053 -0.1867 0.3891 -0.1188
C 1.081061 -0.782378 -0.855069 0.2080 0.1283 0.1497
H 0.385600 1.283309 -0.472285 -0.1008 -0.3757 -0.0423
H -0.777775 0.251546 -1.338511 0.1313 0.0057 0.2188
C 0.724853 -1.960278 0.070355 -0.4538 0.2815 -0.4695
H 2.079200 -0.392903 -0.606030 -0.2297 -0.0430 -0.0439
H 1.065098 -1.065358 -1.908894 0.1591 0.0560 0.3046
C 0.053335 -1.248319 1.235667 0.1080 0.4802 0.3063
H 1.589657 -2.549197 0.367910 0.0044 -0.0238 0.0428
H 0.014431 -2.608201 -0.456646 0.0706 -0.0150 0.1972
H 0.827497 -0.897866 1.950564 -0.2858 -0.1015 -0.1743
H -0.679586 -1.845998 1.792265 0.1526 0.1000 -0.1994
C -1.821678 -0.170017 4.308283 -0.3747 -1.6075 0.8728
C -2.022138 1.270084 4.579914 -0.2154 0.5850 0.9203
O -2.526652 1.830206 5.529816 0.0122 -1.0470 -0.0643
H -2.296540 -0.445650 3.350971 0.2459 0.1805 0.3488
H -2.251489 -0.787388 5.117773 0.1499 -0.0202 -0.2437
H -0.743966 -0.388728 4.222417 -0.4404 0.1262 0.0202
```
Positions in Å, forces in eV/Å.